# 1
ORCA calculation (the ωB97M-V functional and the def2-TZVPD basis) on a cluster of 10 separate species, C18H48F6N10O21S6 in total in a non-equilibrium geometry.

Each atom is followed by the atoms it is bonded to, with distances in Å.
Cartesian coordinates (Å):
1 C -2.307 1.276 7.634  C2 1.532, H8 1.085, H9 1.089, H10 1.090
2 C -1.516 1.327 6.323  C1 1.532, O3 1.179, N4 1.527
3 O -1.409 0.440 5.553  C2 1.179
4 N -0.771 2.636 6.076  C2 1.527, H5 1.019, H6 1.042, C7 1.527
5 H -0.899 3.350 6.792  N4 1.019
6 H 0.252 2.503 5.937  N4 1.042
7 C -1.313 3.114 4.731  N4 1.527, H11 1.090, H12 1.093, H13 1.085
8 H -2.572 0.227 7.705  C1 1.085
9 H -3.164 1.944 7.556  C1 1.089
10 H -1.620 1.608 8.411  C1 1.090
11 H -0.915 4.043 4.323  C7 1.090
12 H -2.359 3.414 4.822  C7 1.093
13 H -1.187 2.281 4.048  C7 1.085
14 C -1.441 4.799 -0.761  C15 1.502, H21 1.087, H22 1.091, H23 1.087
15 C -2.310 4.123 -1.783  C14 1.502, O16 1.182, N17 1.518
16 O -3.222 4.644 -2.326  C15 1.182
17 N -2.159 2.627 -1.991  C15 1.518, H18 1.039, H19 1.043, C20 1.493
18 H -2.114 2.596 -3.029  N17 1.039
19 H -1.310 2.199 -1.563  N17 1.043
20 C -3.349 1.826 -1.574  N17 1.493, H24 1.088, H25 1.083, H26 1.087
21 H -0.826 5.614 -1.134  C14 1.087
22 H -0.721 4.042 -0.444  C14 1.091
23 H -2.038 5.140 0.081  C14 1.087
24 H -3.509 1.787 -0.498  C20 1.088
25 H -3.201 0.806 -1.907  C20 1.083
26 H -4.243 2.237 -2.035  C20 1.087
27 C 2.189 -5.055 1.919  C28 1.494, H34 1.091, H35 1.090, H36 1.088
28 C 3.102 -3.974 1.441  C27 1.494, O29 1.179, N30 1.518
29 O 3.570 -3.962 0.359  C28 1.179
30 N 3.477 -2.847 2.386  C28 1.518, H31 1.023, H32 1.025, C33 1.517
31 H 4.169 -3.137 3.082  N30 1.023
32 H 3.968 -2.205 1.756  N30 1.025
33 C 2.287 -2.107 2.967  N30 1.517, H37 1.092, H38 1.087, H39 1.086
34 H 2.759 -5.923 2.253  C27 1.091
35 H 1.597 -5.378 1.063  C27 1.090
36 H 1.496 -4.722 2.689  C27 1.088
37 H 2.599 -1.239 3.552  C33 1.092
38 H 1.834 -2.735 3.730  C33 1.087
39 H 1.689 -1.800 2.115  C33 1.086
40 C 1.818 3.602 -4.576  C41 1.488, H47 1.088, H48 1.086, H49 1.096
41 C 1.809 3.478 -3.093  C40 1.488, O42 1.185, N43 1.518
42 O 1.343 4.269 -2.344  C41 1.185
43 N 2.080 2.124 -2.461  C41 1.518, H44 1.048, H45 1.024, C46 1.518
44 H 1.448 1.990 -1.636  N43 1.048
45 H 1.876 1.332 -3.077  N43 1.024
46 C 3.550 2.024 -2.098  N43 1.518, H50 1.091, H51 1.087, H52 1.089
47 H 2.121 2.691 -5.089  C40 1.088
48 H 2.330 4.512 -4.872  C40 1.086
49 H 0.740 3.649 -4.772  C40 1.096
50 H 4.331 2.169 -2.845  C46 1.091
51 H 3.762 1.050 -1.663  C46 1.087
52 H 3.699 2.843 -1.395  C46 1.089
53 C 1.224 -0.865 -8.201  C54 1.487, H60 1.093, H61 1.091, H62 1.097
54 C 1.535 -2.089 -7.416  C53 1.487, O55 1.172, N56 1.519
55 O 2.079 -3.029 -7.857  C54 1.172
56 N 1.139 -1.973 -5.954  C54 1.519, H57 1.041, H58 1.019, C59 1.499
57 H 1.535 -2.762 -5.402  N56 1.041
58 H 1.655 -1.182 -5.572  N56 1.019
59 C -0.334 -1.906 -5.688  N56 1.499, H63 1.093, H64 1.086, H65 1.083
60 H 1.344 0.120 -7.742  C53 1.093
61 H 0.326 -0.858 -8.821  C53 1.091
62 H 1.968 -0.719 -8.993  C53 1.097
63 H -0.731 -1.095 -6.304  C59 1.093
64 H -0.520 -1.476 -4.707  C59 1.086
65 H -0.807 -2.853 -5.920  C59 1.083
66 C -5.823 -1.351 4.081  C67 1.500, H73 1.094, H74 1.091, H75 1.087
67 C -5.193 -1.990 2.879  C66 1.500, O68 1.183, N69 1.508
68 O -5.767 -2.093 1.850  C67 1.183
69 N -3.716 -2.292 2.843  C67 1.508, H70 1.020, H71 1.027, C72 1.529
70 H -3.329 -2.846 3.607  N69 1.020
71 H -3.649 -2.852 1.986  N69 1.027
72 C -2.863 -1.068 2.505  N69 1.529, H76 1.089, H77 1.089, H78 1.082
73 H -5.229 -0.542 4.516  C66 1.094
74 H -6.060 -2.018 4.911  C66 1.091
75 H -6.744 -0.875 3.753  C66 1.087
76 H -1.884 -1.468 2.246  C72 1.089
77 H -2.670 -0.603 3.471  C72 1.089
78 H -3.306 -0.489 1.706  C72 1.082
79 N 0.113 1.461 -0.551  S80 1.554, S84 1.763
80 S 0.324 1.344 0.984  N79 1.554, O81 1.436, O82 1.454, F83 1.615, S84 2.395
81 O 1.523 0.704 1.448  S80 1.436
82 O -0.889 1.083 1.743  S80 1.454
83 F 0.711 2.869 1.347  S80 1.615
84 S -0.199 -0.267 -0.709  N79 1.763, S80 2.395, O85 1.435, O86 1.427, F87 1.567
85 O -1.606 -0.525 -0.586  S84 1.435
86 O 0.766 -1.213 -0.248  S84 1.427
87 F 0.035 -0.333 -2.257  S84 1.567
88 N 2.000 2.382 6.375  S89 1.558, S93 1.707
89 S 2.724 1.923 5.073  N88 1.558, O90 1.443, O91 1.448, F92 1.617, S93 2.452
90 O 1.946 1.213 4.086  S89 1.443
91 O 4.136 1.618 5.161  S89 1.448
92 F 2.682 3.408 4.434  S89 1.617
93 S 2.428 1.043 7.343  N88 1.707, S89 2.452, O94 1.425, O95 1.448, F96 1.625
94 O 3.105 1.382 8.550  S93 1.425
95 O 2.685 -0.216 6.675  S93 1.448
96 F 0.894 0.762 7.796  S93 1.625
97 N 2.100 -4.094 -4.257  S98 1.518, S102 1.657
98 S 1.123 -4.488 -3.165  N97 1.518, O99 1.440, O100 1.428, F101 1.607, S102 2.424
99 O 1.519 -5.614 -2.360  S98 1.440
100 O -0.242 -4.395 -3.577  S98 1.428
101 F 1.307 -3.176 -2.255  S98 1.607
102 S 2.035 -5.464 -5.188  N97 1.657, S98 2.424, O103 1.444, O104 1.431, F105 1.594
103 O 1.006 -5.406 -6.199  S102 1.444
104 O 2.350 -6.770 -4.694  S102 1.431
105 F 3.319 -5.120 -6.067  S102 1.594
106 N -1.856 1.478 -5.277  O107 1.230, O108 1.262, O109 1.258
107 O -2.187 0.925 -6.325  N106 1.230
108 O -0.830 1.083 -4.657  N106 1.262
109 O -2.623 2.329 -4.758  N106 1.258

Computed properties:
- Charge: +2
- E_LUMO: -5.367 eV
- HOMO energy: -13.02 eV

# 2
ORCA calculation (the ωB97M-V functional and the def2-TZVPD basis) on a cluster of 6 separate species, C18H48FNO9S in total.

Each atom is followed by the atoms it is bonded to, with distances in Å.
Cartesian coordinates (Å):
1 C 1.152 2.183 1.243  C2 1.527, H11 1.091, H12 1.090, H13 1.086
2 C 2.643 2.028 0.952  C1 1.527, O3 1.426, H14 1.096, H15 1.087
3 O 3.438 1.776 2.108  C2 1.426, C4 1.388
4 C 3.528 2.815 3.024  O3 1.388, N5 1.461, H16 1.092, H17 1.091
5 N 3.203 2.421 4.392  C4 1.461, O6 1.410, S7 1.670
6 O 1.815 2.336 4.620  N5 1.410, H18 0.968
7 S 3.854 1.011 5.007  N5 1.670, O8 1.413, O9 1.415, F10 1.564
8 O 3.401 -0.166 4.370  S7 1.413
9 O 3.869 1.116 6.418  S7 1.415
10 F 5.297 1.315 4.488  S7 1.564
11 H 0.954 2.576 2.241  C1 1.091
12 H 0.701 2.875 0.532  C1 1.090
13 H 0.653 1.221 1.173  C1 1.086
14 H 3.050 2.860 0.367  C2 1.096
15 H 2.749 1.139 0.334  C2 1.087
16 H 4.543 3.215 3.054  C4 1.092
17 H 2.839 3.632 2.799  C4 1.091
18 H 1.654 3.006 5.300  O6 0.968
19 C -0.721 -0.746 3.086  C20 1.522, H23 1.094, H24 1.091, H25 1.091
20 C -2.004 0.001 2.753  C19 1.522, C21 1.520, O22 1.430, H26 1.092
21 C -3.208 -0.926 2.715  C20 1.520, H27 1.095, H28 1.087, H29 1.091
22 O -1.869 0.698 1.512  C20 1.430, H30 0.965
23 H -0.515 -1.498 2.318  C19 1.094
24 H 0.130 -0.065 3.124  C19 1.091
25 H -0.798 -1.251 4.050  C19 1.091
26 H -2.172 0.782 3.498  C20 1.092
27 H -3.067 -1.687 1.941  C21 1.095
28 H -4.118 -0.378 2.483  C21 1.087
29 H -3.348 -1.430 3.672  C21 1.091
30 H -1.719 0.035 0.827  O22 0.965
31 C -8.265 -1.615 4.858  C32 1.521, H35 1.094, H36 1.090, H37 1.091
32 C -7.751 -1.221 3.482  C31 1.521, C33 1.521, O34 1.427, H38 1.091
33 C -8.471 -1.973 2.374  C32 1.521, H39 1.094, H40 1.090, H41 1.091
34 O -6.341 -1.424 3.394  C32 1.427, H42 0.964
35 H -8.096 -2.682 5.033  C31 1.094
36 H -7.741 -1.061 5.636  C31 1.090
37 H -9.335 -1.421 4.952  C31 1.091
38 H -7.886 -0.148 3.339  C32 1.091
39 H -8.307 -3.049 2.480  C33 1.094
40 H -8.092 -1.670 1.398  C33 1.090
41 H -9.546 -1.788 2.403  C33 1.091
42 H -6.171 -2.365 3.515  O34 0.964
43 C 3.601 1.752 -4.079  C44 1.520, H47 1.095, H48 1.089, H49 1.091
44 C 3.767 1.700 -2.570  C43 1.520, C45 1.521, O46 1.429, H50 1.092
45 C 5.209 1.440 -2.160  C44 1.521, H51 1.094, H52 1.091, H53 1.091
46 O 2.905 0.708 -2.008  C44 1.429, H54 0.964
47 H 3.893 0.795 -4.522  C43 1.095
48 H 2.561 1.934 -4.345  C43 1.089
49 H 4.223 2.535 -4.517  C43 1.091
50 H 3.432 2.643 -2.134  C44 1.092
51 H 5.543 0.475 -2.552  C45 1.094
52 H 5.300 1.410 -1.074  C45 1.091
53 H 5.875 2.213 -2.546  C45 1.091
54 H 3.168 -0.136 -2.391  O46 0.964
55 C 2.364 -2.337 0.014  C56 1.519, H59 1.093, H60 1.091, H61 1.091
56 C 0.993 -2.852 -0.389  C55 1.519, C57 1.521, O58 1.431, H62 1.091
57 C 1.028 -3.575 -1.727  C56 1.521, H63 1.094, H64 1.090, H65 1.091
58 O 0.053 -1.774 -0.427  C56 1.431, H66 0.965
59 H 2.725 -1.617 -0.726  C55 1.093
60 H 2.309 -1.817 0.971  C55 1.091
61 H 3.100 -3.137 0.098  C55 1.091
62 H 0.615 -3.530 0.378  C56 1.091
63 H 1.361 -2.892 -2.515  C57 1.094
64 H 0.035 -3.935 -1.995  C57 1.090
65 H 1.712 -4.424 -1.700  C57 1.091
66 H 0.363 -1.140 -1.085  O58 0.965
67 C 0.155 1.538 -7.617  C68 1.521, H71 1.094, H72 1.090, H73 1.091
68 C 0.799 0.529 -6.680  C67 1.521, C69 1.521, O70 1.427, H74 1.092
69 C 0.348 -0.892 -6.982  C68 1.521, H75 1.094, H76 1.090, H77 1.091
70 O 0.531 0.863 -5.319  C68 1.427, H78 0.964
71 H -0.933 1.518 -7.503  C67 1.094
72 H 0.497 2.547 -7.387  C67 1.090
73 H 0.392 1.318 -8.659  C67 1.091
74 H 1.885 0.591 -6.772  C68 1.092
75 H -0.734 -0.980 -6.850  C69 1.094
76 H 0.826 -1.598 -6.303  C69 1.090
77 H 0.590 -1.175 -8.007  C69 1.091
78 H -0.422 0.823 -5.184  O70 0.964

Computed properties:
- SMILES: CCOCN(O)S(=O)(=O)F.CC(C)O.CC(C)O.CC(C)O.CC(C)O.CC(C)O
- E_LUMO: 0.604 eV
- HOMO energy: -9.60 eV

# 3
ORCA calculation (the ωB97M-V functional and the def2-TZVPD basis) on a cluster of 7 separate species, C18H48N2O7 in total in a non-equilibrium geometry.

Each atom is followed by the atoms it is bonded to, with distances in Å.
Cartesian coordinates (Å):
1 O -22.808 -8.834 -24.208  H2 0.968, H3 0.963
2 H -22.607 -9.617 -23.676  O1 0.968
3 H -22.411 -9.012 -25.068  O1 0.963
4 O -23.572 -7.252 -19.951  H5 0.972, H6 0.964
5 H -22.790 -6.785 -19.612  O4 0.972
6 H -24.181 -7.247 -19.203  O4 0.964
7 O -19.987 -9.489 -22.291  H8 0.970, H9 0.963
8 H -20.381 -8.650 -22.006  O7 0.970
9 H -19.504 -9.270 -23.094  O7 0.963
10 O -21.850 -7.077 -22.135  H11 0.974, H12 0.971
11 H -22.017 -7.664 -22.895  O10 0.974
12 H -22.566 -7.279 -21.512  O10 0.971
13 O -24.112 -10.061 -20.229  H14 0.962, H15 0.973
14 H -24.915 -10.002 -20.756  O13 0.962
15 H -23.972 -9.160 -19.889  O13 0.973
16 C -20.806 -3.141 -17.944  C17 1.543, H27 1.093, H28 1.087, H29 1.091
17 C -21.341 -4.117 -19.012  C16 1.543, C18 1.537, N22 1.471, C26 1.523
18 C -20.598 -3.911 -20.341  C17 1.537, C19 1.519, H30 1.094, H31 1.095
19 C -19.147 -4.351 -20.238  C18 1.519, C20 1.516, H32 1.091, H33 1.095
20 C -19.152 -5.846 -19.985  C19 1.516, C21 1.534, H34 1.097, H35 1.092
21 C -19.853 -6.278 -18.690  C20 1.534, N22 1.473, C24 1.510, C25 1.534
22 N -21.093 -5.494 -18.556  C17 1.471, C21 1.473, O23 1.408
23 O -22.083 -6.115 -17.769  N22 1.408, H45 0.970
24 C -20.168 -7.751 -18.813  C21 1.510, H36 1.093, H37 1.095, H38 1.098
25 C -18.984 -6.043 -17.448  C21 1.534, H39 1.089, H40 1.092, H41 1.098
26 C -22.833 -3.887 -19.215  C17 1.523, H42 1.089, H43 1.090, H44 1.093
27 H -21.033 -2.113 -18.237  C16 1.093
28 H -19.724 -3.211 -17.857  C16 1.087
29 H -21.210 -3.393 -16.962  C16 1.091
30 H -21.105 -4.486 -21.122  C18 1.094
31 H -20.763 -2.865 -20.620  C18 1.095
32 H -18.595 -3.776 -19.493  C19 1.091
33 H -18.613 -4.128 -21.167  C19 1.095
34 H -18.110 -6.189 -19.970  C20 1.097
35 H -19.596 -6.385 -20.825  C20 1.092
36 H -20.494 -8.215 -17.878  C24 1.093
37 H -20.904 -8.044 -19.570  C24 1.095
38 H -19.325 -8.373 -19.139  C24 1.098
39 H -18.438 -5.101 -17.448  C25 1.089
40 H -19.564 -6.184 -16.534  C25 1.092
41 H -18.192 -6.801 -17.386  C25 1.098
42 H -23.353 -4.056 -18.273  C26 1.089
43 H -23.307 -4.483 -19.994  C26 1.090
44 H -22.954 -2.841 -19.509  C26 1.093
45 H -21.866 -5.858 -16.859  O23 0.970
46 C -19.264 -5.520 -26.412  C47 1.533, H57 1.091, H58 1.092, H59 1.092
47 C -19.213 -4.690 -25.125  C46 1.533, C48 1.548, N52 1.445, C56 1.548
48 C -18.326 -3.442 -25.345  C47 1.548, C49 1.510, H60 1.094, H61 1.095
49 C -19.042 -2.247 -25.927  C48 1.510, C50 1.530, H62 1.094, H63 1.094
50 C -20.289 -1.900 -25.111  C49 1.530, C51 1.528, H64 1.088, H65 1.093
51 C -21.221 -3.103 -24.973  C50 1.528, N52 1.462, C54 1.545, C55 1.542
52 N -20.516 -4.332 -24.612  C47 1.445, C51 1.462, O53 1.413
53 O -21.390 -5.428 -24.434  N52 1.413, H75 0.969
54 C -22.176 -2.795 -23.797  C51 1.545, H66 1.089, H67 1.091, H68 1.092
55 C -22.061 -3.281 -26.253  C51 1.542, H69 1.092, H70 1.087, H71 1.091
56 C -18.443 -5.531 -24.078  C47 1.548, H72 1.091, H73 1.091, H74 1.096
57 H -19.672 -4.964 -27.258  C46 1.091
58 H -18.265 -5.866 -26.684  C46 1.092
59 H -19.888 -6.399 -26.238  C46 1.092
60 H -17.770 -3.187 -24.438  C48 1.094
61 H -17.509 -3.770 -25.997  C48 1.095
62 H -18.381 -1.375 -25.936  C49 1.094
63 H -19.328 -2.380 -26.974  C49 1.094
64 H -20.812 -1.108 -25.644  C50 1.088
65 H -20.003 -1.597 -24.100  C50 1.093
66 H -22.987 -3.510 -23.669  C54 1.089
67 H -22.568 -1.784 -23.913  C54 1.091
68 H -21.583 -2.861 -22.883  C54 1.092
69 H -21.402 -3.597 -27.065  C55 1.092
70 H -22.584 -2.359 -26.494  C55 1.087
71 H -22.745 -4.115 -26.091  C55 1.091
72 H -17.361 -5.462 -24.204  C56 1.091
73 H -18.715 -5.240 -23.063  C56 1.091
74 H -18.652 -6.600 -24.200  C56 1.096
75 H -21.238 -5.641 -23.501  O53 0.969

Computed properties:
- SMILES: CC1(C)CCCC(C)(C)N1O.CC1(C)CCCC(C)(C)N1O.O.O.O.O.O
- E_LUMO: 0.410 eV
- HOMO energy: -7.90 eV

The lowest HOMO energy belongs to which entry?
C18H48F6N10O21S6